# 1
ORCA calculation (the ωB97M-V functional and the def2-TZVPD basis) on a molecular structure, C24H58BeP2Si4 at a distorted geometry.

Structure (ORCA input):
```
! wB97M-V def2-TZVPD RIJCOSX def2/J DEFGRID3
* xyz 0 1
P 0.13 -1.57 -1.79
P -0.09 1.60 -1.55
C -0.17 -0.61 -3.32
C 0.35 0.84 -3.20
H -1.26 -0.63 -3.49
H 0.35 -1.15 -4.13
H 1.46 0.87 -3.27
H -0.08 1.47 -3.99
C -1.73 2.30 -1.95
H -2.07 2.99 -1.16
H -2.46 1.48 -2.05
H -1.65 2.84 -2.91
C 1.01 3.06 -1.50
H 0.92 3.59 -2.46
H 2.04 2.71 -1.36
H 0.73 3.72 -0.67
C -0.95 -3.00 -1.81
H -0.68 -3.67 -0.98
H -0.80 -3.50 -2.78
H -1.99 -2.68 -1.70
C 1.83 -2.17 -1.96
H 2.54 -1.33 -1.91
H 1.89 -2.67 -2.93
H 2.06 -2.87 -1.15
Be -0.12 -0.18 -0.27
C 0.56 1.70 -7.05
C -0.76 1.76 -6.79
C -1.84 1.00 -7.52
C -1.42 -0.33 -8.16
C -0.74 -1.26 -7.18
C 0.55 -1.34 -6.89
C 1.67 -0.53 -7.51
C 1.26 0.85 -8.07
C 0.07 -1.35 1.09
H 1.23 2.44 -6.59
H -1.14 2.54 -6.13
H -2.29 1.63 -8.31
H -2.65 0.80 -6.80
H -2.33 -0.83 -8.49
H -0.84 -0.16 -9.07
H -1.43 -2.03 -6.80
H 0.92 -2.17 -6.27
H 2.15 -1.10 -8.33
H 2.45 -0.38 -6.75
H 2.19 1.37 -8.33
H 0.71 0.74 -9.01
H 0.79 -1.15 1.90
H 0.43 -2.31 0.68
H -0.87 -1.61 1.57
C 2.81 0.73 2.51
Si 1.52 2.09 2.75
C 1.53 2.61 4.56
C 2.07 3.62 1.79
Si -0.56 1.21 1.99
Si -1.27 0.19 4.09
C -1.46 1.24 5.66
C -2.95 -0.59 3.73
C -0.09 -1.18 4.65
Si -2.24 2.86 1.94
C -2.97 3.44 3.58
C -1.60 4.45 1.13
C -3.66 2.05 1.00
H 3.78 1.14 2.81
H 2.88 0.40 1.47
H 2.61 -0.15 3.13
H 2.48 3.12 4.76
H 0.72 3.31 4.80
H 1.46 1.76 5.25
H 2.34 3.40 0.76
H 1.33 4.42 1.80
H 2.97 4.01 2.29
H -2.22 2.02 5.59
H -1.79 0.55 6.46
H -0.53 1.70 5.99
H -2.90 -1.31 2.90
H -3.26 -1.13 4.63
H -3.73 0.15 3.49
H -0.07 -2.02 3.95
H 0.94 -0.83 4.81
H -0.47 -1.56 5.61
H -2.20 3.81 4.27
H -3.66 4.27 3.37
H -3.55 2.66 4.09
H -1.19 4.33 0.13
H -2.45 5.14 1.07
H -0.84 4.93 1.76
H -3.37 1.66 0.02
H -4.10 1.22 1.57
H -4.44 2.81 0.85
*
```

LUMO energy: 0.002 Ha
Total energy: -76317.885 eV
HOMO energy: -4.98 eV

# 2
ORCA calculation (the ωB97M-V functional and the def2-TZVPD basis) on 15 unconnected molecules or ions with the total composition C6H38O15 at a distorted geometry.

Structure (ORCA input):
```
! wB97M-V def2-TZVPD RIJCOSX def2/J DEFGRID3
* xyz 0 1
C -1.59 3.14 -1.18
C -0.97 1.79 -1.19
C -1.57 0.76 -0.65
C -1.29 -0.67 -0.83
C -2.26 -1.43 -1.40
O -3.34 -0.84 -1.97
C -2.50 -2.84 -1.24
H -1.21 3.68 -2.12
H -2.69 3.09 -1.42
H -1.38 3.81 -0.37
H 0.05 1.80 -1.76
H -2.64 0.86 -0.38
H -0.38 -1.32 -0.68
H -3.08 -0.29 -2.70
H -3.65 -3.05 -1.31
H -2.17 -3.05 -0.27
H -1.93 -3.68 -1.87
H -3.12 1.65 3.78
H -2.02 0.57 3.84
O -2.79 0.85 4.20
H 4.40 -2.99 -1.05
H 3.82 -2.75 0.24
O 4.62 -2.60 -0.15
H 1.37 -1.88 -0.88
H 1.92 -1.96 0.52
O 2.10 -2.12 -0.37
H 5.04 -0.02 0.44
H 3.95 -0.58 -0.58
O 4.56 0.10 -0.40
H -2.50 2.47 1.06
H -1.57 2.05 2.22
O -2.38 1.89 1.81
H 2.87 1.00 -2.23
H 1.85 1.43 -1.22
O 1.88 1.20 -2.26
H 0.36 4.09 1.48
H 0.91 2.96 0.54
O 1.14 3.73 1.04
H 0.90 -3.91 0.35
H 0.29 -3.89 1.65
O 0.23 -4.42 0.77
H -2.10 -2.34 2.76
H -1.27 -2.48 4.00
O -1.14 -2.48 2.91
H -1.00 -0.10 -4.32
H -0.78 0.76 -3.23
O -1.50 0.37 -3.70
H 0.81 -0.32 -2.11
H 1.23 -1.27 -3.21
O 0.77 -1.31 -2.37
H 0.23 2.50 3.93
H 0.55 2.57 2.39
O -0.07 2.53 3.14
H 3.20 2.56 0.37
H 2.71 1.04 0.77
O 2.52 1.88 0.35
H 0.24 -0.73 0.86
H -0.25 -1.07 2.24
O 0.56 -0.72 1.77
*
```

LUMO energy: 0.000 Ha
Total energy: -37546.389 eV
HOMO energy: -8.15 eV

# 3
ORCA calculation (the ωB97M-V functional and the def2-TZVPD basis) on a molecular structure, C45H41BrCoN3SSb.

Structure (ORCA input):
```
! wB97M-V def2-TZVPD RIJCOSX def2/J DEFGRID3
* xyz 3 5
Co 0.70 0.36 0.45
Br 7.36 -1.37 3.35
C 5.75 -1.35 2.49
C 5.49 -2.32 1.49
C 4.28 -2.32 0.85
C 3.30 -1.35 1.20
C 3.59 -0.36 2.18
C 4.79 -0.36 2.82
N 2.04 -1.30 0.63
C 1.53 -2.34 0.03
C 0.17 -2.30 -0.48
C -0.39 -3.41 -1.08
C -1.73 -3.34 -1.49
C -2.43 -2.18 -1.27
C -1.78 -1.09 -0.67
N -0.52 -1.15 -0.28
H 6.25 -3.05 1.24
H 4.10 -3.03 0.06
H 2.83 0.37 2.42
H 5.02 0.37 3.58
H 2.06 -3.28 -0.03
H 0.19 -4.31 -1.22
H -2.20 -4.20 -1.95
H -3.46 -2.08 -1.56
H -2.30 -0.15 -0.51
N 0.20 1.47 1.95
S -0.80 0.96 3.13
C -0.40 1.91 4.58
C -1.21 1.71 5.70
C -0.94 2.42 6.85
C 0.12 3.32 6.88
C 0.92 3.50 5.77
C 0.67 2.79 4.60
C -2.43 1.55 2.75
C -2.73 2.90 2.75
C -4.02 3.30 2.43
C -4.99 2.35 2.12
C -4.67 0.99 2.12
C -3.38 0.58 2.44
H 0.17 2.48 1.83
H -2.04 1.01 5.67
H -1.56 2.28 7.73
H 0.32 3.88 7.79
H 1.75 4.20 5.80
H 1.30 2.92 3.73
H -1.99 3.64 3.04
H -4.28 4.35 2.44
H -6.00 2.66 1.89
H -5.44 0.26 1.91
H -3.14 -0.47 2.49
C 3.28 2.13 -4.62
C 3.18 3.24 -3.61
C 3.86 4.43 -3.87
C 3.85 5.49 -2.97
C 3.15 5.39 -1.78
C 2.45 4.23 -1.51
C 2.46 3.16 -2.42
Sb 1.12 1.64 -1.83
C -0.83 2.27 -2.35
C -1.73 2.37 -1.29
C -3.04 2.78 -1.50
C -3.44 3.11 -2.79
C -2.54 3.04 -3.84
C -1.22 2.63 -3.65
C -0.27 2.64 -4.81
C 1.34 -0.20 -2.89
C 0.24 -0.71 -3.58
C 0.29 -1.97 -4.16
C 1.44 -2.73 -4.04
C 2.54 -2.23 -3.35
C 2.51 -0.96 -2.77
C 3.75 -0.42 -2.12
H 3.33 2.54 -5.63
H 2.45 1.43 -4.58
H 4.20 1.57 -4.47
H 4.42 4.52 -4.79
H 4.40 6.40 -3.21
H 3.13 6.22 -1.08
H 1.88 4.16 -0.59
H -1.41 2.14 -0.28
H -3.72 2.87 -0.66
H -4.46 3.44 -2.97
H -2.87 3.31 -4.83
H -0.80 2.65 -5.75
H 0.39 1.77 -4.80
H 0.36 3.53 -4.77
H -0.66 -0.11 -3.68
H -0.56 -2.34 -4.72
H 1.50 -3.71 -4.51
H 3.45 -2.82 -3.30
H 4.36 -1.22 -1.69
H 3.55 0.32 -1.34
H 4.38 0.08 -2.86
*
```

LUMO energy (spin up / spin down): -0.351 / -0.441 Ha
Total energy: -176817.330 eV
HOMO energy (spin up / spin down): -15.37 / -15.38 eV

Number 2 is which compound?
C6H38O15

Which of these has the lowest total energy?
C45H41BrCoN3SSb

Among the records above, which one has the lowest total energy?
C45H41BrCoN3SSb

total energy of number 3 (C45H41BrCoN3SSb)?
-176817.330 eV